5 unconnected molecules or ions with the total composition C37H47BF5N5O10PS. Source: the Open Molecules 2025 dataset; level of theory: wB97M-V/def2-TZVPD.

Last column: Mulliken charge in e.
Geometry (Å):
1 S 0.830 -1.953 2.590  1.048
2 P -2.407 -0.235 -1.408  0.878
3 F 1.069 1.178 4.202  -0.173
4 F -0.742 1.976 2.869  -0.263
5 F 1.225 1.262 1.710  -0.179
6 F -1.055 -0.605 4.167  -0.253
7 F -1.532 -0.525 1.868  -0.170
8 O 1.865 -2.158 -4.038  -0.518
9 O 5.976 -1.856 -2.689  -0.342
10 O 5.510 1.160 3.740  -0.294
11 O 1.012 -2.409 4.105  -0.634
12 O -3.394 1.044 -0.758  -0.445
13 O 0.153 -3.276 2.050  -0.549
14 O 4.019 0.029 2.848  -0.069
15 O -2.980 -1.732 -0.642  -0.358
16 O -2.651 -0.410 -2.988  -0.601
17 O 2.137 0.378 -3.843  -0.632
18 N 2.486 -1.057 -1.713  -0.020
19 N 2.331 -1.546 1.838  0.362
20 N 5.190 -0.004 3.537  0.034
21 N 1.645 -1.292 -0.598  1.429
22 N 4.039 -1.012 -0.004  -0.477
23 C 3.596 -1.407 2.720  -0.649
24 C -2.745 2.360 -0.848  0.142
25 C 0.187 -1.435 -0.801  -1.519
26 C -4.666 -1.827 -5.079  0.056
27 C 5.354 -2.674 -3.742  -0.290
28 C -4.780 -2.868 0.867  -1.077
29 C -0.390 -0.516 2.807  0.650
30 C -4.194 -1.475 0.150  -0.131
31 C -0.011 4.312 9.270  -0.431
32 C -0.498 3.381 7.095  -0.397
33 C -2.360 2.848 -2.364  -0.779
34 C -5.969 -1.335 -4.997  -0.398
35 C 1.698 3.103 8.063  -0.629
36 C -1.145 7.449 -0.726  -0.506
37 C 2.427 -5.573 -2.116  -0.648
38 C 2.368 -6.976 -0.150  -0.509
39 C 5.238 -0.581 -2.480  -0.666
40 C 3.969 -0.858 -1.493  0.232
41 C -5.155 -2.762 -7.252  -0.308
42 C 0.803 2.886 7.015  0.084
43 C -0.280 5.643 0.626  -0.145
44 C 0.768 6.460 1.048  -0.524
45 C 0.856 7.774 0.589  -0.394
46 C 1.292 3.820 9.188  -0.331
47 C -0.102 8.269 -0.296  -0.426
48 C 2.490 -5.847 0.660  -0.702
49 C 2.620 -1.310 0.526  -0.529
50 C -6.865 -1.557 -6.042  -0.390
51 C 0.382 0.967 2.883  0.422
52 C -4.260 -2.544 -6.204  -0.579
53 C 2.573 -4.580 0.082  0.097
54 C 2.540 -4.444 -1.306  0.324
55 C 2.338 -6.840 -1.538  -0.462
56 C -6.456 -2.267 -7.171  -0.443
57 C -0.514 0.068 -1.061  1.018
58 C -0.907 4.090 8.224  -0.393
59 C -1.235 6.136 -0.263  -0.214
60 B 2.174 -0.957 -3.196  0.701
61 H -0.491 0.747 -0.110  -0.530
62 H -5.081 -1.104 -0.545  0.318
63 H -4.005 -0.732 1.065  0.196
64 H -0.352 4.621 0.988  0.369
65 H -1.659 3.807 -2.235  0.310
66 H -3.248 -2.933 -6.264  0.354
67 H 1.121 2.331 6.136  0.332
68 H -0.034 9.294 -0.652  0.361
69 H 1.516 6.073 1.735  0.373
70 H -0.328 4.868 10.148  0.355
71 H 4.487 -2.095 2.321  0.392
72 H -0.148 -2.057 -1.768  0.259
73 H -4.838 -3.317 -8.131  0.351
74 H 4.496 -3.327 -3.284  0.029
75 H -3.541 3.149 -0.437  0.344
76 H 2.710 2.714 8.002  0.354
77 H -7.153 -2.435 -7.989  0.351
78 H 3.440 -1.753 3.822  0.624
79 H 5.054 -2.055 -4.688  0.224
80 H -1.195 3.213 6.277  0.349
81 H -1.737 2.084 -2.994  0.185
82 H 1.777 1.070 -3.194  0.348
83 H -7.880 -1.176 -5.978  0.356
84 H 2.344 -1.974 -4.904  0.310
85 H -3.967 -1.652 -4.265  0.312
86 H 2.296 -7.963 0.301  0.386
87 H 1.991 3.996 10.002  0.360
88 H 2.520 -5.954 1.741  0.421
89 H -3.978 -3.379 1.568  0.251
90 H 2.246 -7.720 -2.169  0.383
91 H -2.050 5.498 -0.595  0.353
92 H 2.406 -5.467 -3.197  0.426
93 H 5.994 0.112 -1.870  0.333
94 H 2.603 -3.456 -1.756  0.122
95 H -0.111 0.597 -2.022  -0.018
96 H -5.243 -3.585 0.067  0.313
97 H 6.196 -3.440 -4.102  0.280
98 H -3.316 3.229 -2.938  0.302
99 H -1.922 4.471 8.289  0.359
100 H -1.887 7.833 -1.420  0.374
101 H -0.465 -1.895 0.038  0.525
102 H -1.801 2.489 -0.146  -0.151
103 H 2.663 -3.700 0.713  0.300
104 H -5.681 -2.547 1.578  0.337
105 H 5.004 0.002 -3.467  0.363
106 H -6.286 -0.779 -4.118  0.355
107 H 1.670 8.413 0.922  0.366

- HOMO-LUMO gap (eV) = 5.23
- HOMO (eV) = -10.35
- net charge = +1
- molecular weight (Da) = 890.7

=====

A molecular structure, C37H47Cl2FeN4O5S2. Source: the Open Molecules 2025 dataset; level of theory: wB97M-V/def2-TZVPD.

Last column: Löwdin spin population.
Geometry (Å):
1 Fe -0.719 1.131 -0.690  3.726
2 Cl -1.280 1.023 -6.055  0.001
3 Cl 0.125 3.284 -4.939  0.000
4 S -1.424 -0.413 2.268  0.005
5 S -0.638 4.260 0.807  0.004
6 O -1.765 0.014 0.886  0.029
7 O -0.743 1.854 -2.487  0.066
8 O -0.017 3.055 0.138  0.028
9 O -2.744 1.282 -3.266  0.007
10 O -2.471 2.367 -0.545  0.022
11 N -4.398 1.213 -0.707  0.001
12 N -0.650 -0.994 -1.565  0.027
13 N 1.137 0.246 -0.047  0.025
14 N -4.225 3.408 -1.489  0.002
15 C 1.280 -1.089 -0.150  0.006
16 C 2.866 -1.630 4.052  0.000
17 C 3.504 -3.447 2.425  0.000
18 C 2.136 -1.791 0.681  0.000
19 C 0.336 -5.540 -3.941  0.000
20 C -0.885 -2.382 -3.465  0.001
21 C -0.115 6.950 0.915  0.000
22 C 0.255 -3.124 -3.189  0.000
23 C -1.606 1.708 -3.389  0.011
24 C 0.435 -1.687 -1.246  0.003
25 C 1.736 7.968 -0.263  0.000
26 C -1.261 2.251 -4.787  0.003
27 C 1.490 5.566 -0.287  0.000
28 C 2.382 -4.134 -4.182  0.000
29 C -2.965 -3.625 4.134  0.000
30 C 0.451 -3.767 -5.676  0.000
31 C 0.862 -2.812 -1.980  0.001
32 C 1.912 0.883 0.813  0.007
33 C 3.596 -1.964 2.712  0.000
34 C -2.230 0.749 3.409  0.001
35 C 2.876 -1.133 1.644  0.004
36 C -2.347 -2.407 3.921  0.000
37 C -1.360 -1.388 -2.610  0.002
38 C -3.457 -3.840 1.809  0.000
39 C -2.805 -2.660 1.479  0.000
40 C 0.637 8.105 0.572  0.000
41 C -3.559 -4.338 3.095  0.000
42 C -0.400 2.548 2.984  0.000
43 C -2.326 -1.905 2.606  0.002
44 C 5.100 -1.622 2.863  0.000
45 C 0.360 5.728 0.487  0.003
46 C -0.039 3.984 2.502  0.001
47 C 2.169 6.700 -0.693  0.000
48 C 2.791 0.264 1.678  0.000
49 C 0.842 -4.101 -4.238  0.000
50 C -3.647 2.315 -0.914  0.006
51 C -1.902 2.190 2.991  0.000
52 H -0.996 7.073 1.533  0.000
53 H -1.788 -1.881 4.740  0.000
54 H 0.809 -5.980 -3.061  0.000
55 H -2.277 -0.865 -2.874  0.000
56 H 1.808 -3.239 -1.709  0.000
57 H 5.222 -0.561 3.098  0.000
58 H -2.343 2.347 2.019  0.000
59 H 2.198 -2.851 0.591  0.000
60 H -3.562 4.162 -1.629  0.000
61 H -3.983 -5.306 3.319  0.000
62 H -2.399 2.843 3.754  0.000
63 H -0.601 -3.981 -5.850  0.000
64 H 0.066 2.423 3.991  0.000
65 H 1.762 1.955 0.825  0.001
66 H 3.022 6.666 -1.373  0.000
67 H 0.344 9.076 0.951  0.000
68 H 5.621 -1.840 1.970  0.000
69 H 0.561 -6.147 -4.824  0.000
70 H -3.912 0.442 -0.318  0.000
71 H -1.448 -2.497 -4.389  0.000
72 H 1.071 4.162 2.462  0.000
73 H -0.431 4.782 3.131  0.000
74 H 4.181 -4.005 3.115  0.000
75 H -2.980 -4.063 5.147  0.000
76 H 3.149 -0.614 4.425  0.000
77 H 2.661 -4.904 -4.874  0.000
78 H 0.576 -2.714 -5.940  0.000
79 H 2.875 -3.203 -4.532  0.000
80 H 3.959 -3.724 1.459  0.000
81 H -3.848 -4.424 0.978  0.000
82 H 3.120 -2.380 4.837  0.000
83 H 1.038 -4.352 -6.357  0.000
84 H 2.496 -3.876 2.448  0.000
85 H 1.842 4.577 -0.591  0.000
86 H -1.933 0.395 4.384  0.000
87 H -2.691 -2.322 0.454  0.000
88 H 2.287 8.833 -0.606  0.000
89 H -0.754 -5.593 -3.761  0.000
90 H 3.378 0.848 2.390  0.000
91 H 5.541 -2.172 3.695  0.000
92 H -3.330 0.630 3.350  0.000
93 H -2.119 2.880 -5.082  0.000
94 H 0.124 1.881 2.319  0.000
95 H -5.293 0.966 -1.142  0.000
96 H 2.809 -4.360 -3.226  0.000
97 H -4.926 3.240 -2.177  0.000
98 H 1.795 -1.575 3.861  0.000

- HOMO-LUMO gap (alpha / beta) (eV) = 8.94 / 7.96
- HOMO (alpha / beta) (eV) = -11.19 / -10.31
- 2S+1 = 5
- net charge = +1
- molecular weight (Da) = 818.7
- ⟨S²⟩ = 6.008